Record 1
{
  "formula": "C22H65NO19",
  "method": "ωB97M-V with the def2-TZVPD basis set",
  "lumo_ev": 0.35,
  "spin_multiplicity": 1,
  "fmax_ev_per_a": 2.6,
  "smiles": "COC[C@H](C)N.OCCO.OCCO.OCCO.OCCO.OCCO.OCCO.OCCO.OCCO.OCCO",
  "energy_ha": -2361.26607,
  "e_above_lowest_kcal_mol": 74.9,
  "species": ["C", "O", "C", "C", "C", "N", "H", "H", "H", "H", "H", "H", "H", "H", "H", "H", "H", "O", "C", "C", "O", "H", "H", "H", "H", "H", "H", "O", "C", "C", "O", "H", "H", "H", "H", "H", "H", "O", "C", "C", "O", "H", "H", "H", "H", "H", "H", "O", "C", "C", "O", "H", "H", "H", "H", "H", "H", "O", "C", "C", "O", "H", "H", "H", "H", "H", "H", "O", "C", "C", "O", "H", "H", "H", "H", "H", "H", "O", "C", "C", "O", "H", "H", "H", "H", "H", "H", "O", "C", "C", "O", "H", "H", "H", "H", "H", "H", "O", "C", "C", "O", "H", "H", "H", "H", "H", "H"],
  "xyz": [[-4.405200, 22.345582, 8.323545], [-5.363002, 22.072944, 7.323553], [-6.606292, 22.748295, 7.656558], [-7.711900, 22.416922, 6.684780], [-8.896136, 23.357723, 6.918128], [-8.319847, 21.090760, 6.864049], [-3.462706, 22.178456, 7.796678], [-4.422255, 21.630403, 9.148725], [-4.290660, 23.354170, 8.725429], [-6.910393, 22.587837, 8.694140], [-6.338728, 23.808713, 7.616935], [-7.376668, 22.483659, 5.649609], [-9.736420, 23.174888, 6.243527], [-8.764114, 24.419022, 6.692563], [-9.383683, 23.308889, 7.893274], [-7.656673, 20.350958, 7.051307], [-9.097634, 20.990154, 7.497634], [-3.151345, 16.914093, 6.275746], [-1.868995, 17.439631, 6.669929], [-0.942778, 16.266520, 6.987221], [-0.834172, 15.402250, 5.860518], [-3.591335, 17.610106, 5.761163], [-1.393262, 17.913025, 5.807778], [-1.868389, 18.116552, 7.525771], [-1.391213, 15.690305, 7.800318], [0.023449, 16.692880, 7.254115], [-1.753281, 15.350254, 5.570010], [-11.380376, 23.345666, 2.580278], [-10.337038, 22.533093, 3.164002], [-9.034925, 22.506102, 2.307344], [-9.254937, 21.890704, 1.073218], [-11.064083, 24.242093, 2.441698], [-10.254783, 23.141882, 4.066658], [-10.715316, 21.520075, 3.281780], [-8.355555, 21.946617, 2.949729], [-8.788797, 23.530072, 2.011113], [-10.042873, 22.229743, 0.639207], [-3.518119, 26.687482, 5.211660], [-2.519117, 25.771198, 4.768286], [-2.518887, 24.500796, 5.627124], [-2.629649, 24.897028, 6.983887], [-3.529817, 27.427911, 4.601173], [-2.685491, 25.512853, 3.719048], [-1.541735, 26.259932, 4.765609], [-1.655160, 23.870239, 5.421227], [-3.442683, 23.928856, 5.494954], [-3.078103, 25.747547, 6.911382], [-1.836825, 21.072940, 0.235749], [-1.226918, 20.584275, -0.927222], [0.317836, 20.520420, -0.898591], [0.735983, 19.917993, -2.187638], [-2.771051, 21.310780, 0.144498], [-1.543885, 19.552123, -1.126691], [-1.635409, 21.017668, -1.844016], [0.684480, 19.969416, -0.034052], [0.743363, 21.522660, -0.951146], [1.681093, 20.063675, -2.276998], [-8.784916, 18.898235, 4.369257], [-9.241001, 17.937305, 3.375554], [-8.280769, 16.733423, 3.381658], [-8.424768, 15.852994, 4.503896], [-8.497973, 18.316017, 5.081666], [-10.157354, 17.410426, 3.656029], [-9.310421, 18.391291, 2.390865], [-7.231240, 17.015264, 3.274874], [-8.478869, 16.133463, 2.487467], [-7.617826, 15.332526, 4.482364], [-3.214725, 18.699743, 2.008579], [-3.990716, 17.696632, 1.297047], [-5.200242, 18.302694, 0.609286], [-6.321207, 18.562618, 1.438443], [-2.275207, 18.628461, 1.829238], [-3.221636, 17.284340, 0.642289], [-4.174223, 16.975463, 2.096431], [-5.510400, 17.438249, 0.018541], [-4.783933, 19.130403, 0.032884], [-6.217995, 19.422896, 1.866406], [-4.380877, 21.966503, -0.009113], [-5.621686, 22.090205, -0.698775], [-6.573406, 23.208766, -0.279045], [-6.199329, 24.486420, -0.677505], [-4.603290, 22.157638, 0.910524], [-5.390200, 22.241324, -1.754152], [-6.115940, 21.124011, -0.570461], [-6.833885, 23.172721, 0.780240], [-7.577440, 23.107943, -0.704180], [-6.161028, 24.617018, -1.626546], [-4.066098, 18.950550, 4.754432], [-5.212039, 19.749300, 4.847950], [-5.064782, 21.106370, 4.119624], [-5.082562, 20.907755, 2.739307], [-3.915822, 18.732398, 3.825133], [-6.081046, 19.206369, 4.469814], [-5.256727, 20.009287, 5.906938], [-4.022486, 21.422141, 4.233101], [-5.826506, 21.812983, 4.439040], [-4.326442, 20.360211, 2.489782], [-6.723942, 18.640327, 8.809966], [-6.876617, 18.538438, 10.207319], [-6.697572, 19.917564, 10.852710], [-5.331356, 20.317468, 11.110153], [-5.873674, 18.937487, 8.475081], [-7.957430, 18.557157, 10.367752], [-6.383041, 17.690275, 10.678636], [-7.399199, 19.990321, 11.687572], [-7.123298, 20.614519, 10.125461], [-5.469521, 21.039052, 11.731838]],
  "atomic_forces_ev_per_a": [[1.855, -0.945, -0.491], [-1.656, 0.598, 0.841], [1.261, 0.458, -0.487], [-1.895, -0.478, 1.107], [-0.960, 1.212, -0.831], [0.863, -0.615, -0.545], [0.214, -0.029, 0.240], [-0.434, 0.010, 0.093], [-0.798, 0.274, -0.318], [-0.059, -0.526, 0.039], [-0.329, 0.268, -0.197], [0.176, 0.216, 0.035], [0.214, -0.745, -0.186], [0.794, 0.047, 0.311], [0.578, -0.238, 0.327], [0.058, 0.025, 0.032], [0.109, 0.502, 0.140], [0.853, 0.220, 0.680], [0.353, -0.977, -0.699], [-0.950, 0.123, -0.108], [0.075, 0.409, 0.157], [-0.086, 0.044, -0.033], [-0.175, 0.455, -0.004], [-0.445, 0.119, 0.015], [0.295, 0.094, 0.370], [0.146, -0.384, 0.016], [-0.023, -0.211, -0.267], [-0.582, -0.842, -1.352], [0.070, 2.041, -0.519], [-2.387, 0.734, 0.621], [0.398, -1.548, -0.620], [0.196, -0.012, 0.131], [1.159, -1.243, 0.751], [-0.086, 0.150, 0.260], [0.679, 0.126, -0.612], [0.706, 0.265, 1.069], [-0.158, 0.216, 0.339], [-0.019, -0.466, 0.215], [0.500, -0.401, -1.016], [-1.457, 0.816, 0.194], [0.862, 0.176, 0.367], [-0.021, 0.064, 0.063], [-0.196, -0.216, -0.033], [0.142, -0.035, 0.430], [0.110, 0.160, 0.205], [0.134, -0.228, -0.893], [-0.098, 0.104, 0.477], [1.239, 0.083, 0.814], [-0.575, -1.391, -0.893], [-0.348, 0.763, -1.763], [-0.760, -0.001, 1.365], [0.103, -0.085, -0.724], [0.102, -0.455, 0.411], [0.563, 0.901, 0.026], [-0.003, -0.096, -0.031], [-0.085, 0.148, 0.666], [0.002, 0.009, 0.064], [-0.694, -0.768, -1.009], [1.381, -1.354, 1.507], [0.402, -0.294, -1.529], [-0.184, 0.800, 0.084], [0.001, 0.335, 0.396], [-0.625, 0.800, 0.069], [0.098, 0.112, 0.132], [-0.036, 0.468, 0.165], [-0.232, 0.110, -0.234], [-0.085, -0.165, 0.336], [-0.618, 0.946, 0.529], [1.736, 0.494, 1.452], [0.467, -1.702, 0.515], [0.547, 0.257, -0.211], [-0.010, 0.091, -0.140], [-0.816, -0.421, -0.720], [-0.780, -0.399, -0.487], [-0.240, 0.486, -0.756], [-0.642, 0.235, -0.242], [0.101, 0.181, 0.131], [-0.425, 0.936, 0.352], [-0.529, -0.461, -0.366], [-1.039, -0.543, -0.631], [1.167, 1.577, 0.883], [0.237, -0.164, 0.345], [0.092, -0.163, -0.033], [-0.447, 0.082, -0.258], [0.741, 0.353, 0.233], [0.095, -1.170, -0.276], [-0.126, -0.486, -0.073], [0.579, -0.261, -0.544], [-0.292, 1.439, 0.614], [1.453, -1.572, 0.571], [-1.188, -0.006, -2.184], [0.362, -0.108, -0.197], [-0.264, 0.179, 0.228], [-0.599, -0.202, 0.045], [-0.284, 0.651, 1.354], [0.187, 0.073, -0.186], [0.264, -0.055, -0.041], [-0.341, -0.681, -0.800], [-0.518, 2.285, 0.071], [0.594, -0.121, -0.665], [-1.305, -0.276, 0.481], [0.322, -0.056, 0.666], [-0.159, -1.292, -0.310], [0.105, 0.084, -0.015], [0.666, -0.074, 0.700], [-0.003, 0.005, -0.236], [0.662, 0.151, 0.039]]
}

***

Record 2
{
  "formula": "C2H2NO2S2",
  "method": "ωB97M-V with the def2-TZVPD basis set",
  "lumo_ev": 2.76,
  "spin_multiplicity": 1,
  "total_charge": -1,
  "fmax_ev_per_a": 4.3,
  "energy_ha": -1079.10347,
  "e_above_lowest_kcal_mol": 9.6,
  "species": ["C", "C", "N", "O", "O", "S", "S", "H", "H"],
  "xyz": [[-1.410462, 0.233381, -0.043401], [2.572006, -1.072033, -1.288052], [-0.960425, 0.639289, 1.208069], [2.705357, -1.837752, -2.187809], [-0.678063, 0.015427, -0.955306], [2.529325, -0.125073, -0.070490], [-3.214888, 0.086349, 0.011188], [0.062480, 0.887801, 1.430677], [-1.605330, 1.172614, 1.895127]],
  "atomic_forces_ev_per_a": [[-3.390, 0.619, 1.972], [0.756, -2.454, -2.514], [1.533, 2.234, 3.379], [-0.603, 2.116, 2.251], [1.789, -0.517, -1.612], [-0.130, 0.341, 0.268], [0.914, 0.054, -0.347], [-2.051, -0.660, -1.187], [1.181, -1.733, -2.209]]
}

***

Record 3
{
  "formula": "C19H18BrIN7O4Zn",
  "method": "ωB97M-V with the def2-TZVPD basis set",
  "lumo_ev": -2.83,
  "spin_multiplicity": 1,
  "total_charge": 1,
  "fmax_ev_per_a": 0.4,
  "energy_ha": -6070.10446,
  "e_above_lowest_kcal_mol": 0.0,
  "species": ["Zn", "C", "C", "N", "C", "C", "N", "C", "O", "O", "C", "O", "O", "H", "H", "H", "H", "H", "N", "C", "C", "C", "N", "C", "C", "H", "H", "H", "H", "H", "H", "Br", "C", "C", "C", "C", "C", "N", "H", "H", "H", "H", "I", "C", "C", "N", "N", "C", "H", "H", "H"],
  "xyz": [[0.598830, 0.426739, 0.048683], [0.532564, 1.764784, 3.787968], [-0.410398, 0.787934, 3.183067], [-0.331282, 0.304222, 1.957297], [-1.401700, -0.547250, 1.791359], [-2.136538, -0.571623, 2.942649], [-1.487744, 0.270678, 3.803988], [-3.365672, -1.283972, 3.392996], [-3.931558, -2.074699, 2.522269], [-3.765956, -1.089991, 4.515072], [-1.575106, -1.266566, 0.491150], [-2.532584, -2.022447, 0.334156], [-0.664064, -1.015303, -0.379216], [1.476434, 1.742736, 3.246701], [0.715004, 1.533322, 4.836805], [0.121549, 2.775114, 3.736436], [-1.824411, 0.443582, 4.741084], [-3.461053, -2.080402, 1.638581], [-1.858851, 6.007935, -1.087711], [-1.304977, 4.814763, -0.808581], [-1.796415, 3.621530, -1.368673], [-1.191545, 2.430718, -1.064361], [-0.131311, 2.319588, -0.244068], [0.331165, 3.453381, 0.305195], [-0.203075, 4.691201, 0.058508], [-2.663409, 6.075740, -1.683664], [-1.486150, 6.854821, -0.699379], [-2.647341, 3.633062, -2.036947], [-1.561835, 1.504848, -1.491550], [1.175572, 3.353348, 0.976219], [0.223659, 5.563068, 0.536945], [3.636421, 1.724209, 0.198193], [3.477141, 0.042173, 1.042262], [4.534109, -0.462805, 1.778582], [4.345373, -1.670201, 2.431126], [3.124483, -2.320468, 2.319508], [2.136435, -1.738529, 1.552052], [2.303941, -0.572166, 0.916314], [5.465798, 0.078941, 1.842338], [5.144164, -2.096250, 3.023208], [2.940381, -3.259499, 2.820844], [1.170073, -2.213234, 1.428443], [0.782810, 0.900116, -6.102505], [1.037659, 0.183893, -4.174127], [1.110455, -1.127218, -3.756634], [1.289828, -1.091230, -2.428425], [1.320172, 0.159453, -1.950485], [1.170678, 0.946739, -3.009804], [1.044390, -2.052295, -4.303209], [1.246481, -1.866478, -1.790275], [1.181030, 2.020759, -2.918126]],
  "atomic_forces_ev_per_a": [[0.391, 0.139, 0.012], [-0.132, 0.034, 0.070], [0.098, -0.041, -0.125], [-0.213, -0.068, 0.318], [-0.039, 0.023, 0.061], [0.076, -0.117, -0.182], [-0.095, 0.009, 0.002], [0.077, 0.203, 0.133], [-0.318, -0.144, 0.080], [0.032, -0.022, -0.005], [-0.107, -0.020, -0.003], [0.196, 0.121, -0.003], [-0.326, -0.291, 0.089], [0.017, 0.001, 0.014], [0.048, 0.001, -0.017], [0.033, -0.002, -0.009], [0.017, 0.005, 0.029], [0.122, -0.059, -0.082], [-0.002, 0.022, 0.008], [0.107, -0.234, 0.032], [-0.079, 0.074, -0.011], [0.008, -0.067, -0.001], [0.032, 0.170, -0.177], [-0.014, -0.029, 0.001], [-0.032, 0.105, 0.023], [0.002, 0.028, -0.019], [-0.030, 0.017, 0.009], [0.011, -0.001, 0.006], [0.007, 0.018, -0.014], [0.011, 0.005, -0.025], [-0.003, -0.006, -0.013], [0.042, -0.012, 0.010], [-0.155, -0.130, 0.044], [0.027, 0.004, -0.018], [-0.024, 0.012, -0.032], [0.052, 0.013, -0.013], [-0.078, -0.153, -0.038], [0.291, 0.304, 0.072], [-0.006, 0.011, -0.004], [0.004, 0.009, -0.002], [-0.015, -0.006, -0.028], [-0.021, 0.065, 0.010], [0.044, -0.135, 0.285], [0.002, 0.148, -0.341], [0.006, 0.092, -0.016], [0.000, -0.082, -0.156], [-0.120, 0.042, -0.085], [0.138, -0.001, -0.072], [0.011, -0.004, 0.016], [-0.068, -0.040, 0.082], [-0.026, -0.009, 0.086]]
}

***

Record 4
{
  "formula": "C3H2O2S2",
  "method": "ωB97M-V with the def2-TZVPD basis set",
  "lumo_ev": [-1.23, -0.52],
  "spin_multiplicity": 1,
  "fmax_ev_per_a": 4.0,
  "energy_ha": -1062.23797,
  "e_above_lowest_kcal_mol": 83.4,
  "species": ["C", "C", "C", "O", "O", "S", "S", "H", "H"],
  "xyz": [[0.732750, 0.132089, -0.865784], [0.574744, 1.118619, 0.063427], [0.004618, 1.339154, 1.229994], [-0.424255, 1.679264, 2.244906], [-1.503091, -3.392653, 0.230357], [-0.029317, -1.544992, -1.156187], [-1.444021, -1.905555, 0.252910], [1.109316, 0.377174, -1.848774], [0.979256, 2.196899, -0.150850]],
  "atomic_forces_ev_per_a": [[-0.906, -3.280, -2.024], [0.610, 3.267, 0.175], [-0.301, -0.513, 0.555], [-0.246, -0.015, 0.362], [-0.287, 0.178, 0.315], [1.245, 2.492, 0.419], [0.004, -0.398, 0.095], [0.262, 0.271, 0.199], [-0.381, -2.001, -0.097]]
}

***

Record 5
{
  "formula": "C2H3N3OS",
  "method": "ωB97M-V with the def2-TZVPD basis set",
  "lumo_ev": 0.39,
  "spin_multiplicity": 1,
  "fmax_ev_per_a": 1.3,
  "smiles": "O=c1nc(S)[nH][nH]1",
  "energy_ha": -715.69517,
  "e_above_lowest_kcal_mol": 0.7,
  "species": ["O", "C", "N", "C", "S", "N", "N", "H", "H", "H"],
  "xyz": [[2.470770, -1.229449, 0.059247], [1.373335, -0.752688, 0.029181], [0.138075, -1.392504, -0.001891], [-0.731907, -0.451932, 0.010109], [-2.478120, -0.773324, 0.061889], [-0.224896, 0.852291, -0.003014], [1.163702, 0.610350, 0.083609], [-2.905769, 0.428509, -0.440495], [-0.571823, 1.529561, 0.673599], [1.766633, 1.179186, -0.472237]],
  "atomic_forces_ev_per_a": [[0.442, -0.577, -0.323], [0.655, -0.141, 0.469], [-0.675, -0.168, -0.146], [-0.916, 0.612, 0.161], [0.365, 0.596, -0.176], [0.250, -0.644, -0.543], [-0.747, 0.860, 0.667], [0.450, -0.569, 0.293], [0.010, -0.389, -0.106], [0.166, 0.421, -0.297]]
}

***

Record 6
{
  "formula": "C4H12BN",
  "method": "ωB97M-V with the def2-TZVPD basis set",
  "lumo_ev": 0.33,
  "spin_multiplicity": 1,
  "fmax_ev_per_a": 5.1,
  "energy_ha": -239.07817,
  "e_above_lowest_kcal_mol": 99.3,
  "species": ["B", "C", "C", "C", "C", "N", "H", "H", "H", "H", "H", "H", "H", "H", "H", "H", "H", "H"],
  "xyz": [[1.191224, 0.245026, 0.337738], [1.726908, -1.116214, -0.145278], [1.827237, 1.595388, 0.606294], [-1.793058, -0.953395, -0.651015], [-1.928707, 0.216461, 0.382890], [-0.930614, 0.240105, 1.366038], [1.240865, -1.670775, -0.900000], [1.713906, -1.807485, 0.713694], [2.745615, -0.934346, -0.435832], [1.345498, 2.319964, 1.293772], [2.244182, 2.154877, -0.131999], [2.703124, 1.272063, 1.204881], [-2.616608, -0.991821, -1.303597], [-0.892952, -0.915258, -1.168529], [-1.828730, -1.960147, -0.105839], [-1.881099, 1.108972, -0.383752], [-2.894573, 0.200423, 0.821217], [-0.707650, -0.778082, 1.676255]],
  "atomic_forces_ev_per_a": [[-3.582, -0.002, 1.279], [0.343, 0.542, 1.248], [-0.472, -0.650, 3.318], [-1.340, -1.394, 3.359], [0.816, 0.023, -4.228], [4.804, -1.641, 0.391], [-0.821, -0.223, -0.982], [0.138, 0.289, 0.010], [0.748, -0.260, -0.213], [-0.391, -0.741, -0.531], [1.191, 1.311, -2.672], [0.094, -0.035, -0.099], [-1.057, 0.143, -1.148], [1.583, 0.268, -1.011], [0.206, 1.160, -0.521], [-0.120, -0.847, 1.946], [-1.188, 0.056, 0.411], [-0.952, 2.003, -0.557]]
}